No. 1
128
Properties=species:S:1:pos:R:3:mulliken_charge:R:1 method="wB97M-V/def2-TZVPD" charge=0 smiles="CN(C)P(=O)(N(C)C)N(C)C.CN(C)P(=O)(N(C)C)N(C)C.O=[N+]([O-])c1ccccc1.O=[N+]([O-])c1ccccc1.O=[N+]([O-])c1ccccc1.O=[N+]([O-])c1ccccc1.O=[N+]([O-])c1ccccc1" orbital_gap_ev=7.12 e_lumo_ev=-1.05 energy_ev=-104069.014 spin_multiplicity=1
C -2.78 0.49 -1.73 -1.076
N -1.42 0.73 -1.24 0.395
C -0.91 2.10 -1.33 -0.779
P -0.37 -0.56 -1.08 0.152
O 0.23 -1.14 -2.28 -0.968
N 0.93 -0.11 -0.05 0.699
C 2.16 0.28 -0.72 -1.161
C 0.77 0.66 1.21 -0.691
N -1.21 -1.69 -0.17 0.639
C -1.95 -1.42 1.03 -1.030
C -0.91 -3.12 -0.34 -1.243
H -3.14 -0.42 -1.25 0.057
H -2.74 0.31 -2.81 0.356
H -3.43 1.35 -1.53 0.533
H 0.14 2.02 -1.63 0.092
H -0.90 2.58 -0.35 0.200
H -1.52 2.69 -2.02 0.554
H 2.25 -0.24 -1.66 0.456
H 2.20 1.37 -0.85 -0.117
H 2.99 0.11 -0.02 0.442
H 0.66 1.70 0.88 0.073
H -0.06 0.29 1.80 0.170
H 1.67 0.55 1.80 0.344
H -1.84 -0.37 1.34 0.393
H -3.02 -1.59 1.01 -0.003
H -1.52 -1.94 1.90 0.456
H -0.66 -3.33 -1.38 0.330
H -1.66 -3.74 0.13 0.368
H 0.05 -3.30 0.16 0.278
C 5.73 -5.26 -0.09 -0.977
N 4.77 -6.23 0.42 0.254
C 5.36 -7.45 0.96 -1.141
P 3.11 -5.95 0.58 0.057
O 2.60 -6.44 1.88 -0.812
N 3.06 -4.26 0.55 0.554
C 2.98 -3.45 -0.66 -0.360
C 2.48 -3.60 1.73 -1.089
N 2.44 -6.60 -0.80 0.479
C 1.19 -7.33 -0.74 -1.088
C 2.97 -6.42 -2.15 -1.014
H 5.51 -4.88 -1.08 0.222
H 6.75 -5.55 0.17 0.442
H 5.68 -4.37 0.56 0.311
H 5.68 -7.36 2.00 0.300
H 6.24 -7.79 0.39 0.471
H 4.70 -8.31 0.82 0.311
H 3.92 -3.28 -1.19 0.193
H 2.40 -3.96 -1.44 0.322
H 2.47 -2.50 -0.51 -0.423
H 1.41 -3.57 1.94 0.267
H 2.87 -4.10 2.62 0.340
H 2.83 -2.57 1.67 0.447
H 1.34 -8.36 -1.06 0.333
H 0.75 -7.23 0.25 0.329
H 0.41 -6.91 -1.39 0.341
H 2.20 -6.49 -2.92 0.364
H 3.70 -7.20 -2.39 0.237
H 3.39 -5.42 -2.28 0.359
O 2.39 3.94 -0.69 -0.192
N 2.57 3.83 -1.88 0.844
O 1.68 3.49 -2.66 -0.610
C 3.81 4.29 -2.50 -0.319
C 4.05 4.04 -3.84 -0.368
C 5.16 4.57 -4.47 -0.493
C 6.21 5.11 -3.74 -0.399
C 6.01 5.27 -2.37 -0.468
C 4.86 4.84 -1.72 0.257
H 3.30 3.59 -4.47 0.394
H 5.32 4.32 -5.51 0.341
H 7.11 5.37 -4.27 0.389
H 6.81 5.45 -1.67 0.397
H 4.70 4.87 -0.65 0.211
O 6.23 3.24 2.48 -0.602
N 5.88 4.28 1.94 1.026
O 6.65 4.97 1.29 -0.588
C 4.53 4.68 2.13 -0.215
C 4.15 5.97 1.78 -0.060
C 2.81 6.34 1.81 -0.470
C 1.87 5.50 2.37 -0.551
C 2.20 4.17 2.66 -0.437
C 3.50 3.79 2.46 -0.222
H 4.88 6.68 1.41 0.398
H 2.38 7.21 1.32 0.379
H 0.82 5.76 2.36 0.417
H 1.39 3.49 2.86 0.440
H 3.68 2.73 2.58 0.464
O -10.31 1.78 -1.15 -0.593
N -9.10 1.63 -1.07 0.995
O -8.34 2.55 -0.81 -0.600
C -8.54 0.33 -1.37 0.088
C -9.43 -0.75 -1.54 -0.513
C -8.87 -1.96 -1.84 -0.342
C -7.49 -2.22 -1.81 -0.690
C -6.65 -1.12 -1.68 0.010
C -7.16 0.17 -1.40 -0.262
H -10.49 -0.62 -1.47 0.441
H -9.57 -2.76 -2.05 0.346
H -7.11 -3.21 -2.00 0.412
H -5.57 -1.14 -1.64 0.262
H -6.48 0.91 -1.03 0.445
O -3.53 7.21 1.44 -0.615
N -2.82 6.39 0.90 1.061
O -2.22 5.52 1.51 -0.612
C -2.56 6.52 -0.54 -0.573
C -3.14 7.50 -1.31 -0.403
C -2.76 7.63 -2.65 -0.539
C -1.83 6.75 -3.19 -0.541
C -1.36 5.67 -2.46 -0.248
C -1.75 5.55 -1.13 0.357
H -3.81 8.14 -0.76 0.458
H -3.15 8.43 -3.26 0.388
H -1.56 6.93 -4.22 0.386
H -0.62 5.01 -2.89 0.433
H -1.27 4.75 -0.59 0.486
O -2.83 -5.71 6.65 -0.568
N -2.43 -5.22 5.61 0.910
O -1.46 -5.65 5.01 -0.546
C -3.26 -4.17 4.98 0.310
C -3.86 -3.21 5.78 -0.476
C -4.45 -2.13 5.15 -0.504
C -4.50 -2.06 3.76 -0.392
C -3.97 -3.06 2.96 -0.723
C -3.25 -4.07 3.61 -0.255
H -3.88 -3.31 6.85 0.425
H -4.87 -1.31 5.72 0.392
H -4.86 -1.12 3.37 0.372
H -4.06 -2.97 1.90 0.696
H -2.70 -4.79 3.02 0.417

No. 2
94
Properties=species:S:1:pos:R:3:mulliken_charge:R:1 method="wB97M-V/def2-TZVPD" charge=+1 orbital_gap_ev=8.17 e_lumo_ev=-3.35 energy_ev=-252935.171 spin_multiplicity=1
C 1.91 -1.44 4.38 -0.839
C 0.58 -1.35 4.44 -0.277
C -0.45 -1.73 3.42 -0.713
N 0.02 -2.19 2.11 0.917
C 0.80 -3.44 2.12 -1.054
C 2.17 -3.36 1.45 -0.058
C 2.99 -4.62 1.66 0.398
F 4.14 -4.43 0.94 -0.339
Br 3.53 -4.85 3.50 -0.015
C 2.33 -5.89 1.03 0.561
F 3.27 -6.67 0.51 -0.232
F 1.53 -5.49 0.00 -0.224
Br 1.24 -6.95 2.22 -0.063
C -0.26 -1.55 1.00 -1.548
N -0.84 -0.31 1.02 1.181
C -0.05 0.78 1.62 -2.477
O 1.23 0.34 1.98 0.337
C 1.96 1.43 2.55 -0.992
C 2.56 2.31 1.47 0.171
O 2.50 3.65 1.90 -0.430
C 3.54 4.45 1.35 -0.418
C 3.45 4.47 -0.16 -0.642
C -1.63 0.05 -0.19 -0.117
C -2.99 -0.64 -0.14 -0.916
S -4.08 -0.42 -1.56 1.042
O -3.54 0.46 -2.55 -0.505
O -5.36 -0.13 -0.97 -0.731
N -1.83 1.45 -0.38 0.615
C -2.68 2.16 0.26 1.251
C -3.10 2.02 1.71 -1.636
C -3.34 3.29 -0.47 -1.454
O -1.03 -0.41 -1.42 -0.266
C 0.13 -1.13 -1.30 1.372
S 1.62 -0.06 -1.11 -0.175
P 0.41 -1.94 -3.01 0.111
S -1.18 -2.02 -4.11 -0.313
N 0.03 -2.15 -0.22 0.922
C -0.90 -3.24 -0.68 -1.026
C -1.73 -4.03 0.34 -1.231
O -2.94 -4.45 -0.31 -0.556
C -2.81 -5.50 -1.16 0.279
O -3.76 -6.09 -1.53 -0.432
H 2.49 -1.28 3.48 -0.035
H 2.49 -1.63 5.28 0.392
H 0.15 -0.99 5.37 0.458
H -1.19 -0.95 3.29 0.329
H -0.98 -2.58 3.85 0.744
H 0.25 -4.29 1.73 -0.415
H 1.00 -3.68 3.16 0.692
H 2.74 -2.52 1.85 0.211
H 2.10 -3.25 0.38 0.257
H 0.03 1.63 0.94 1.024
H -0.54 1.13 2.53 0.421
H 1.32 2.03 3.20 0.414
H 2.75 0.99 3.15 0.541
H 3.60 2.04 1.26 0.437
H 1.99 2.20 0.54 -0.319
H 4.53 4.13 1.69 0.280
H 3.38 5.45 1.75 0.378
H 4.00 5.30 -0.58 0.453
H 2.41 4.55 -0.46 -0.082
H 3.87 3.55 -0.57 0.267
H -2.83 -1.72 -0.10 0.033
H -3.53 -0.44 0.78 0.288
H -4.14 -1.67 -2.07 0.213
H -4.10 2.42 1.84 0.470
H -2.41 2.62 2.30 0.318
H -3.07 0.98 2.04 0.250
H -2.96 3.36 -1.48 0.183
H -4.41 3.10 -0.48 0.491
H -3.19 4.23 0.07 0.471
H 2.21 -0.67 -0.08 0.058
H 1.42 -1.21 -3.62 0.150
H 0.97 -3.20 -2.71 0.066
H -1.61 -2.86 -1.42 0.522
H -0.29 -3.97 -1.22 0.630
H -2.06 -3.45 1.19 -0.013
H -1.20 -4.93 0.64 0.841
H -1.80 -5.75 -1.49 0.373
C -0.10 3.30 -4.90 -0.312
C -1.21 4.25 -4.44 -0.783
C -0.98 4.53 -2.95 0.287
S 0.79 4.36 -2.68 1.065
O 1.00 3.23 -1.80 -0.464
O 1.37 5.65 -2.39 -0.742
C 1.20 3.87 -4.35 -0.872
H -0.06 3.21 -5.98 0.406
H -0.27 2.30 -4.49 0.045
H -1.15 5.18 -5.00 0.307
H -2.20 3.83 -4.61 0.423
H -1.28 5.54 -2.66 0.581
H -1.48 3.80 -2.31 -1.017
H 2.02 3.16 -4.32 0.393
H 1.51 4.77 -4.88 0.417

No. 3
12
Properties=species:S:1:pos:R:3:mulliken_charge:R:1 method="wB97M-V/def2-TZVPD" charge=0 smiles="NC=O.NC=O" orbital_gap_ev=10.19 e_lumo_ev=0.70 energy_ev=-9246.925 spin_multiplicity=1
N -0.75 -2.84 -1.06 -0.323
C -0.57 -1.53 -1.32 0.103
O -0.12 -0.74 -0.51 -0.549
H -1.10 -3.50 -1.73 0.207
H -0.51 -3.19 -0.15 0.229
H -0.87 -1.21 -2.33 0.318
N 0.56 1.51 0.94 -0.223
C 0.74 2.82 1.24 0.094
O -0.14 3.64 1.33 -0.544
H 1.31 0.87 1.13 0.211
H -0.34 1.08 1.11 0.217
H 1.80 3.10 1.35 0.261